C14H27F2N3O5S2 | ωB97M-V/def2-TZVPD

gap between HOMO and LUMO	6.1	eV
F_max	5.03	eV/A
molar mass	419.516	g mol⁻¹
charge	0

XYZ file:
```
53
Properties=species:S:1:pos:R:3:forces:R:3
C 0.2665 2.0497 2.0225 -0.1 0.0 -0.5
O 0.1898 1.1556 3.1652 1.1 -0.4 -1.3
C 0.8979 -0.0718 2.9145 -0.1 -0.9 0.4
C 0.0405 -1.1361 2.0697 -0.4 -0.5 0.5
C -1.5491 -1.0472 2.3059 -0.8 -0.1 -1.3
C -2.3044 -1.7264 1.0283 -0.1 0.1 0.9
C -1.6292 -3.1095 0.5440 -1.3 0.0 -0.9
C -0.9757 -2.9386 -0.9254 0.7 0.4 1.5
C 0.5589 -3.4720 -1.0219 -2.0 0.3 -1.1
C 0.7895 -3.8424 -2.5981 1.2 -0.8 1.0
C 2.0369 -3.0707 -3.2597 0.1 -0.9 -0.3
C 1.6548 -2.0280 -4.4212 0.2 0.7 0.5
C 0.6029 -0.9095 -3.9947 -1.8 4.6 1.0
C 0.7041 0.6215 -3.8712 -0.8 -3.2 0.0
N -0.5576 1.1690 -3.3997 -0.5 -4.6 -0.4
C -1.4825 0.0876 -3.2243 3.9 -0.5 -1.4
N -0.7811 -1.1011 -3.6003 -0.5 2.8 0.5
H -0.3599 2.9854 2.2546 1.2 -1.6 -0.4
H -0.1446 1.5001 1.0881 0.4 0.9 1.2
H 1.3537 2.3341 1.7779 -1.6 -0.2 0.6
H 1.1416 -0.5441 3.9363 -0.5 0.9 -1.5
H 1.8999 0.0698 2.3783 -1.3 0.2 0.7
H 0.3510 -2.1961 2.4183 -0.2 1.7 -0.6
H 0.2805 -1.0895 0.9429 -0.4 0.1 1.6
H -1.9397 0.0403 2.3457 0.9 -1.8 0.2
H -1.9206 -1.6145 3.2232 0.9 0.9 -1.0
H -2.3163 -0.9072 0.2207 0.2 -1.4 0.8
H -3.4185 -1.9405 1.2616 1.8 0.5 -0.2
H -0.9220 -3.5836 1.3076 -0.9 1.0 -1.1
H -2.5039 -3.8607 0.4277 1.5 1.1 0.2
H -0.9166 -1.8021 -1.1115 -0.3 -1.8 0.0
H -1.6757 -3.4511 -1.6698 1.1 0.7 0.8
H 1.2200 -2.6072 -0.6785 -0.7 -1.4 -0.4
H 0.6455 -4.3883 -0.3409 0.2 1.4 -1.1
H -0.1615 -3.7327 -3.2192 1.3 -0.1 0.9
H 1.0350 -4.9739 -2.5949 -0.4 1.8 -0.3
H 2.6968 -3.8789 -3.7624 -1.0 1.5 0.6
H 2.6983 -2.6132 -2.4389 -1.2 -0.4 -1.3
H 1.2722 -2.5787 -5.3494 0.4 0.8 1.4
H 2.6332 -1.4762 -4.6968 -1.8 -0.7 0.3
H 1.6222 1.2481 -4.1161 -1.7 -0.8 0.6
H -0.8265 2.1433 -3.1875 0.6 -0.8 -0.2
H -2.5596 0.0864 -2.8650 1.8 0.3 -0.6
H -1.3163 -1.9798 -3.5332 0.9 0.5 -0.1
N 0.8648 5.7056 3.8910 -0.2 0.0 -0.8
S 0.2130 6.8566 4.7475 -1.2 2.5 3.2
O -1.2232 7.0027 4.6708 1.1 -0.5 -0.7
O 0.9724 8.0744 4.9108 -0.2 -1.1 -0.9
F 0.3685 6.2119 6.2029 0.3 -0.6 -0.5
S 0.7935 6.0097 2.3522 0.5 0.2 -2.8
O 1.0729 4.8537 1.5232 0.1 0.4 1.2
O 1.3701 7.2451 1.8759 -0.3 -0.8 1.0
F -0.7624 6.2209 2.0733 -0.1 -0.1 0.2
```
Forces are in eV/Å.